Run P
A 2-piece molecular cluster, C10H16O overall. Source: the Open Molecules 2025 dataset; level of theory: ωB97M-V/def2-TZVPD.

ORCA input file:
```
! RIJCOSX wB97M-V def2-TZVPD def2/J DEFGRID3
* xyz 1 2
C -2.110 -1.151 0.746
C -3.535 -1.129 0.086
C -1.306 -0.412 -0.403
C -0.940 0.966 -0.290
C -0.824 -1.180 -1.441
C -0.275 1.603 -1.361
C 0.021 -0.584 -2.385
C 0.139 0.788 -2.525
O 0.887 1.431 -3.559
H -2.103 -0.394 1.756
H -1.661 -2.186 0.886
H -3.581 -2.015 -0.469
H -1.257 1.729 0.529
H -1.099 -2.271 -1.379
H -0.198 2.675 -1.384
H 0.241 -1.044 -3.295
H 1.178 2.402 -3.084
H -3.922 -0.101 -0.478
H -4.265 -1.091 0.809
C 3.158 0.303 2.912
C 3.023 0.204 1.244
H 3.719 1.190 3.132
H 2.082 0.297 3.302
H 3.505 -0.477 3.555
H 2.177 0.748 1.025
H 2.881 -0.870 1.024
H 4.065 0.569 1.047
*
```

Orbital gap (alpha / beta) in eV: 9.5 / 5.7



Run Q
A 2-piece molecular cluster, C10H16O overall. Source: the Open Molecules 2025 dataset; level of theory: ωB97M-V/def2-TZVPD.

ORCA input file:
```
! RIJCOSX wB97M-V def2-TZVPD def2/J DEFGRID3
* xyz 1 2
C 0.030 -2.733 1.221
C 1.940 -1.162 -1.640
C 0.999 -1.240 -2.704
C 1.627 -1.538 -0.366
C 0.361 -2.143 -0.100
C -0.278 -1.836 -2.439
C -0.529 -2.261 -1.174
H 2.896 -0.711 -1.833
H 1.267 -0.662 -3.578
H 2.388 -1.329 0.380
H -1.068 -1.721 -3.169
H 0.919 -2.706 1.866
H -0.238 -3.785 1.007
H -1.472 -2.714 -0.862
H -0.726 -2.233 1.852
C -0.677 2.130 1.203
C -1.024 3.483 1.762
C -1.017 1.748 -0.244
O 0.810 2.204 1.125
H -0.888 1.283 1.899
H -2.105 3.686 1.630
H -0.164 1.898 -0.901
H -1.161 0.676 -0.246
H -1.862 2.261 -0.716
H 1.158 1.665 1.839
H -0.388 4.276 1.362
H -0.797 3.464 2.829
*
```

Orbital gap (alpha / beta) in eV: 8.4 / 4.6



Verdict on stability: run P comes out at the bottom.



Run P
One molecule with the formula H2N4O3. Source: the Open Molecules 2025 dataset; level of theory: ωB97M-V/def2-TZVPD.

ORCA input file:
```
! RIJCOSX wB97M-V def2-TZVPD def2/J DEFGRID3
* xyz 0 1
N -1.099 -0.167 -0.412
N 0.070 0.286 0.025
N 0.374 1.559 0.281
O -0.477 2.404 0.161
N 1.105 -0.688 0.150
O 2.158 -0.263 -0.079
O 0.773 -1.804 0.416
H -1.834 -0.157 0.229
H -1.071 -1.171 -0.772
*
```

Orbital gap in eV: 9.6



Run Q
One molecule with the formula H2N4O3. Source: the Open Molecules 2025 dataset; level of theory: ωB97M-V/def2-TZVPD.

ORCA input file:
```
! RIJCOSX wB97M-V def2-TZVPD def2/J DEFGRID3
* xyz 0 1
N 1.224 0.262 0.031
N -0.043 -0.117 0.362
N -0.381 -1.633 0.196
O 0.570 -2.283 -0.033
N -1.149 0.820 0.144
O -2.273 0.396 0.205
O -0.887 1.997 -0.062
H 1.392 1.124 -0.472
H 1.547 -0.567 -0.371
*
```

Orbital gap (alpha / beta) in eV: 8.5 / 8.5



Verdict on stability: run Q comes out at the bottom.



Run P
One molecule with the formula C3H7ClN2Si. Source: the Open Molecules 2025 dataset; level of theory: ωB97M-V/def2-TZVPD.

ORCA input file:
```
! RIJCOSX wB97M-V def2-TZVPD def2/J DEFGRID3
* xyz 0 1
C -1.171 1.864 -0.583
Si -1.158 0.002 -0.257
Cl -3.046 -0.595 0.241
N -0.439 -0.915 -1.542
C 0.647 -1.698 -0.929
C 0.851 -1.530 0.514
N -0.019 -0.483 0.958
H -2.050 2.148 -1.149
H -1.173 2.430 0.341
H -0.296 2.151 -1.155
H 1.229 -2.323 -1.576
H 0.623 -2.504 0.981
H 1.904 -1.305 0.733
H -0.103 -0.365 1.952
*
```

Orbital gap in eV: 9.8



Run Q
C3H7ClN2Si as an isolated structure. Source: the Open Molecules 2025 dataset; level of theory: ωB97M-V/def2-TZVPD.

ORCA input file:
```
! RIJCOSX wB97M-V def2-TZVPD def2/J DEFGRID3
* xyz 0 1
C -0.679 1.595 -0.877
C -1.207 1.466 0.471
C 0.828 -2.136 -0.407
N 0.261 0.850 -1.291
N -0.350 0.206 1.246
Si 0.765 -0.241 -0.013
Cl 2.707 0.080 0.465
H -1.285 2.147 -1.495
H -0.608 2.349 0.898
H -2.300 1.400 0.635
H 1.156 -2.339 -1.363
H 1.764 -2.333 0.134
H -0.037 -2.587 0.001
H -1.015 -0.457 1.596
*
```

Orbital gap in eV: 10.6



Verdict on stability: run Q comes out at the bottom.



Run P
One molecule with the formula C7H9N3. Source: the Open Molecules 2025 dataset; level of theory: ωB97M-V/def2-TZVPD.

ORCA input file:
```
! RIJCOSX wB97M-V def2-TZVPD def2/J DEFGRID3
* xyz 0 1
C 1.338 1.176 1.033
C 1.408 0.586 -0.097
C -1.424 -0.183 -0.214
C -0.823 -2.328 -0.120
C -2.176 -2.224 -0.135
C 0.711 1.877 1.994
C 2.225 1.185 -1.264
N 0.910 -0.697 -0.344
N -0.343 -0.979 -0.211
N -2.556 -0.892 -0.075
H -0.143 -3.173 -0.119
H -3.010 -2.891 -0.148
H -0.013 2.572 1.693
H -1.214 0.763 -0.544
H 1.168 1.908 2.912
H 2.510 0.347 -1.977
H 1.686 1.918 -1.861
H 3.184 1.596 -0.736
H -3.438 -0.561 0.213
*
```

Orbital gap in eV: 7.4



Run Q
C7H9N3 as an isolated structure. Source: the Open Molecules 2025 dataset; level of theory: ωB97M-V/def2-TZVPD.

ORCA input file:
```
! RIJCOSX wB97M-V def2-TZVPD def2/J DEFGRID3
* xyz 0 1
C 1.032 2.394 -0.037
C 1.707 -1.907 -0.884
C 0.895 -0.819 -0.963
C 1.503 -1.115 1.110
C -2.278 -0.235 0.150
C -1.343 1.012 -0.034
C 0.034 0.864 0.581
N 1.732 3.238 -0.349
N 1.965 -2.111 0.424
N 0.769 -0.307 0.307
H 2.082 -2.526 -1.582
H 0.691 -0.229 -1.840
H 1.664 -0.921 2.106
H -2.669 -0.634 1.070
H -1.666 -0.856 -0.500
H -3.214 0.146 -0.405
H -1.182 1.168 -1.137
H -1.905 1.877 0.322
H 0.182 0.961 1.660
*
```

Orbital gap in eV: 9.8



Verdict on stability: run P comes out at the bottom.



Run P
One molecule with the formula C7H9N3. Source: the Open Molecules 2025 dataset; level of theory: ωB97M-V/def2-TZVPD.

ORCA input file:
```
! RIJCOSX wB97M-V def2-TZVPD def2/J DEFGRID3
* xyz 0 1
C -1.538 -0.385 1.266
C -0.828 0.059 0.001
C -1.567 -0.279 -1.281
C -0.443 1.829 0.040
N 0.803 1.973 0.021
C 1.424 0.750 -0.010
C 2.696 0.217 0.002
C 2.474 -1.168 -0.006
N 1.181 -1.463 -0.019
N 0.553 -0.304 -0.020
H -1.502 -1.472 1.326
H -2.577 -0.068 1.249
H -1.061 0.028 2.152
H -1.962 -1.291 -1.226
H -0.899 -0.213 -2.137
H -2.398 0.408 -1.430
H -1.183 2.599 0.073
H 3.629 0.740 0.001
H 3.199 -1.959 -0.001
*
```

Orbital gap in eV: 9.6



Run Q
One molecule with the formula C7H9N3. Source: the Open Molecules 2025 dataset; level of theory: ωB97M-V/def2-TZVPD.

ORCA input file:
```
! RIJCOSX wB97M-V def2-TZVPD def2/J DEFGRID3
* xyz 0 1
C -1.108 1.820 -0.319
C 0.128 1.055 0.396
C 1.357 1.076 -0.497
N 1.645 0.115 -1.472
C 1.386 -1.136 -1.328
C 0.542 -1.675 -0.339
N -0.023 -2.668 0.108
C -0.886 -2.333 1.080
C -0.978 -0.988 1.358
N -0.160 -0.290 0.587
H -2.011 1.764 0.253
H -1.302 1.348 -1.153
H -0.939 2.799 -0.356
H 0.371 1.527 1.252
H 1.450 2.023 -1.040
H 2.324 1.178 0.163
H 1.462 -1.777 -2.151
H -1.482 -3.228 1.556
H -1.779 -0.609 1.901
*
```

Orbital gap in eV: 8.0



Verdict on stability: run Q comes out at the bottom.



Run P
A 2-piece molecular cluster, C3H2BrClF2 overall. Source: the Open Molecules 2025 dataset; level of theory: ωB97M-V/def2-TZVPD.

ORCA input file:
```
! RIJCOSX wB97M-V def2-TZVPD def2/J DEFGRID3
* xyz 0 1
F 2.016 -0.104 1.955
C 0.973 0.579 1.343
F 0.926 1.819 1.889
C 0.519 0.191 0.038
C -0.258 -0.214 1.019
Cl -1.451 -1.237 1.524
H 0.681 0.625 -0.952
Br -2.155 -1.363 -3.454
H -1.251 -0.295 -3.363
*
```

Orbital gap in eV: 10.9



Run Q
A 2-piece molecular cluster, C3H2BrClF2 overall. Source: the Open Molecules 2025 dataset; level of theory: ωB97M-V/def2-TZVPD.

ORCA input file:
```
! RIJCOSX wB97M-V def2-TZVPD def2/J DEFGRID3
* xyz 0 1
C -0.778 0.482 -0.355
C -0.199 -0.287 0.813
C 0.436 -0.349 -0.513
F 0.340 0.362 1.843
F -0.851 -1.370 1.285
Cl 0.737 -1.636 -1.525
Br 2.695 1.109 -0.413
H -1.692 0.131 -0.817
H -0.687 1.558 -0.318
*
```

Orbital gap (alpha / beta) in eV: 7.6 / 7.6



Verdict on stability: run Q comes out at the bottom.



Run P
One molecule with the formula C4H13N2. Source: the Open Molecules 2025 dataset; level of theory: ωB97M-V/def2-TZVPD.

ORCA input file:
```
! RIJCOSX wB97M-V def2-TZVPD def2/J DEFGRID3
* xyz 0 2
N -0.204 0.958 1.912
C 0.620 -0.257 1.637
C -0.153 -1.215 0.628
N -0.814 -0.419 -0.407
C -0.180 -0.425 -1.752
C 0.335 0.999 -2.099
H 0.427 1.763 2.121
H -0.745 0.807 2.810
H -0.872 1.163 1.155
H 1.624 -0.074 1.283
H 0.762 -0.762 2.595
H -0.776 -1.902 1.193
H 0.671 -1.823 0.241
H -1.729 -0.834 -0.559
H -0.860 -0.876 -2.477
H 0.648 -1.143 -1.760
H 0.405 1.480 -1.126
H 1.232 0.987 -2.712
H -0.391 1.572 -2.683
*
```

Orbital gap (alpha / beta) in eV: 4.2 / 10.7



Run Q
A 2-piece molecular cluster, C4H13N2 overall. Source: the Open Molecules 2025 dataset; level of theory: ωB97M-V/def2-TZVPD.

ORCA input file:
```
! RIJCOSX wB97M-V def2-TZVPD def2/J DEFGRID3
* xyz 0 2
C 1.496 -0.120 -0.823
N 2.762 0.387 -0.343
C 0.538 -0.379 0.400
N -0.657 -1.036 -0.013
C -3.781 0.010 -0.194
C 0.211 0.956 1.064
H 0.946 0.621 -1.426
H 1.654 -1.020 -1.411
H 3.547 -0.084 -0.772
H 2.923 1.374 -0.337
H 1.237 -0.991 1.003
H -0.442 -2.036 -0.056
H -3.892 0.120 0.887
H -3.736 1.059 -0.504
H -2.774 -0.417 -0.293
H -4.546 -0.591 -0.668
H 0.800 1.799 0.716
H -0.782 1.259 0.687
H -0.018 0.824 2.117
*
```

Orbital gap (alpha / beta) in eV: 10.1 / 8.9



Verdict on stability: run P comes out at the bottom.



Run P
An isolated ion of composition C9H15N2S and charge +1. Source: the Open Molecules 2025 dataset; level of theory: ωB97M-V/def2-TZVPD.

ORCA input file:
```
! RIJCOSX wB97M-V def2-TZVPD def2/J DEFGRID3
* xyz 1 1
N 2.443 3.303 -0.644
C 2.663 1.902 -0.461
C 1.334 1.115 -0.162
N 0.180 1.669 -0.374
C 1.482 -0.224 0.382
C 0.637 -1.367 -0.256
C -0.464 -1.827 0.655
C -1.769 -1.108 0.320
C -2.267 -1.005 -0.991
C -3.455 -0.364 -1.069
S -3.901 0.221 0.491
C -2.575 -0.521 1.228
H 2.403 3.815 0.280
H 3.151 3.786 -1.151
H 2.995 1.361 -1.305
H 3.194 1.596 0.417
H -0.558 1.054 -0.042
H 0.090 2.554 -0.780
H 1.415 -0.133 1.456
H 2.600 -0.488 0.133
H 1.214 -2.326 -0.509
H 0.153 -1.068 -1.180
H -0.130 -1.740 1.738
H -0.817 -2.938 0.568
H -1.709 -1.398 -1.907
H -3.983 -0.074 -1.989
H -2.605 -0.702 2.304
*
```

Orbital gap in eV: 8.2



Run Q
An isolated ion of composition C9H15N2S and charge +1. Source: the Open Molecules 2025 dataset; level of theory: ωB97M-V/def2-TZVPD.

ORCA input file:
```
! RIJCOSX wB97M-V def2-TZVPD def2/J DEFGRID3
* xyz 1 1
C -1.821 -0.158 -0.381
C -1.491 0.997 0.184
C -1.000 -1.270 -0.872
C 0.826 1.303 -0.140
C -1.233 -1.808 -2.249
C 2.103 -2.253 -0.253
C 0.827 3.836 0.963
C 0.707 -2.896 -0.328
C -0.262 2.834 1.256
N -0.247 -1.833 -0.010
N -0.288 1.633 0.418
S 2.291 0.969 -0.538
H -2.911 -0.356 -0.455
H -2.384 1.577 0.463
H -0.650 -2.669 -2.447
H -0.964 -1.017 -3.003
H -2.280 -2.004 -2.338
H 2.343 -1.955 -1.179
H 1.973 -1.630 0.532
H 2.827 -3.035 0.116
H 1.850 3.416 0.958
H 0.854 4.352 -0.012
H 0.716 4.745 1.670
H 0.377 -3.462 -1.223
H 0.464 -3.642 0.494
H -1.295 3.135 1.036
H -0.230 2.613 2.297
*
```

Orbital gap in eV: 7.2



Verdict on stability: run Q comes out at the bottom.